Formula: C6H11Fe2N2O11
Source: the Open Molecules 2025 dataset
Level of theory: ωB97M-V/def2-TZVPD

```
! wB97M-V def2-TZVPD RIJCOSX def2/J DEFGRID3
* xyz 1 11
Fe -5.1493 -16.9561 16.1047
Fe -7.5541 -14.8763 17.4573
C -7.4349 -11.3691 19.0479
C -7.2830 -11.5819 17.5693
O -7.4783 -12.9301 17.2135
H -6.9701 -12.1236 19.6844
H -8.4872 -11.3565 19.3363
H -7.0058 -10.4119 19.3451
H -6.2839 -11.2572 17.2683
H -8.0478 -10.9969 17.0564
C -5.1646 -16.0201 18.5059
O -5.6565 -14.8147 18.2118
O -4.1894 -16.4012 17.7634
O -6.1340 -16.6834 17.9426
C -7.6872 -16.2576 15.1159
O -8.5219 -15.9381 16.0470
O -6.9138 -17.3036 15.1352
O -6.7288 -15.4720 15.5349
C -4.4334 -13.3275 14.2256
N -3.7287 -14.6418 14.2192
O -2.9148 -14.8291 13.3643
O -4.0720 -15.4714 15.0529
H -4.0145 -12.5108 13.6500
H -4.5684 -13.0472 15.2699
H -5.4408 -13.5904 13.8999
C -6.5932 -19.9142 18.5556
N -5.9061 -20.1192 17.2044
O -5.5707 -19.1204 16.5762
O -5.6954 -21.2222 16.7924
H -6.2130 -18.9522 18.8834
H -6.4921 -20.7185 19.2764
H -7.6311 -19.8587 18.2278
*
```

expectation value of S²: 30.042
HOMO level (spin up / spin down): -0.4764 / -0.4729 Eh
DFT total energy: -100655.4722 eV
molar mass: 398.8 Da